P | 21
Properties=species:S:1:pos:R:3 method="wB97M-V/def2-TZVPD" total_charge=+1
C -0.415 1.611 0.724
H -0.713 2.306 -0.054
C 1.373 -1.997 -1.652
H -1.245 -0.019 1.855
C 2.597 -1.695 -1.291
H 0.501 -0.254 -0.423
N -2.699 1.511 1.502
H -0.125 2.193 1.596
H -3.558 0.978 1.478
H 3.409 -2.263 -1.712
H 2.819 -0.901 -0.595
H 1.174 -2.802 -2.345
C -1.576 0.690 1.086
H 1.334 1.393 -0.386
N 0.199 -1.280 -1.154
H -0.355 -0.951 -1.946
H -2.579 1.821 2.460
H 1.381 0.617 1.039
N 0.774 0.835 0.254
H -0.407 -1.918 -0.636
H -1.890 0.125 0.202

***

Q | 21
Properties=species:S:1:pos:R:3 method="wB97M-V/def2-TZVPD" total_charge=+1
H 2.417 -0.147 -0.651
H -1.511 -0.748 2.955
C 0.803 0.665 -1.564
N 0.905 0.200 -2.929
H -1.766 1.785 0.221
H -0.670 3.229 -0.305
H -0.073 1.850 0.711
N -0.415 1.302 -1.432
H 0.513 -2.475 0.925
C -0.767 2.047 -0.184
N 1.728 0.513 -0.561
H 1.270 0.706 0.344
H 0.003 0.060 -3.438
C -0.891 -1.720 2.636
H -0.754 1.991 -2.160
H 0.012 -1.957 3.165
C -0.269 -1.617 1.188
H 1.748 -0.480 -3.102
H -1.048 -1.958 0.431
H 0.216 -0.617 0.930
H -1.451 -2.629 2.820

***

Which structure wins on stability? P wins.

***

P | 11
Properties=species:S:1:pos:R:3 method="wB97M-V/def2-TZVPD" smiles="[H]/N=C1/N=CON=CO1"
N -1.201 0.841 0.395
N 0.352 -1.696 0.473
H -2.659 -0.474 1.163
H 2.239 -1.164 -0.602
H 1.181 1.814 -1.732
C 0.028 1.041 -0.314
O -0.901 -1.448 0.992
O 1.123 0.482 0.162
C -1.549 -0.255 0.901
C 1.239 -0.944 -0.007
N 0.147 1.803 -1.431

***

Q | 11
Properties=species:S:1:pos:R:3 method="wB97M-V/def2-TZVPD" smiles="O=CN1C=NN=CO1"
C 1.246 -1.304 0.396
N -0.147 0.296 -0.389
H 0.896 2.078 -1.125
O 1.088 -0.246 -0.560
N -1.065 -1.355 1.159
H -2.268 0.182 0.311
O -1.125 2.250 -0.959
H 2.377 -1.397 0.595
C -1.196 -0.310 0.371
C -0.165 1.649 -0.894
N 0.359 -1.843 1.095

***

Which structure wins on stability? P wins.

***

P | 11
Properties=species:S:1:pos:R:3 method="wB97M-V/def2-TZVPD"
N 1.165 0.047 0.060
H -0.080 2.014 -0.308
C -1.975 -1.110 1.264
C -0.777 -1.073 0.510
H 2.185 1.026 -1.433
O -0.131 0.073 0.622
O -0.465 -2.014 -0.149
C 1.334 1.129 -0.835
N 0.607 2.162 -1.015
N -3.016 -1.377 1.759
H 1.153 -0.875 -0.475

***

Q | 11
Properties=species:S:1:pos:R:3 method="wB97M-V/def2-TZVPD" smiles="O=COn1ccnn1"
O -2.033 -0.569 1.057
H 0.881 2.185 0.662
O -1.079 0.426 -0.766
N 0.687 -0.930 -0.713
C 1.026 1.271 0.193
N 0.202 0.269 -0.474
N 1.811 -1.043 0.053
C -2.102 0.101 -0.011
H 2.896 0.436 1.104
C 1.916 0.290 0.586
H -2.832 0.475 -0.763

***

R | 11
Properties=species:S:1:pos:R:3 method="wB97M-V/def2-TZVPD" smiles="O=C1C=NNC=NO1"
N 0.245 1.479 0.010
N 0.488 -1.772 0.336
C -1.540 -0.315 -0.008
N 1.189 0.629 -0.290
O -2.766 -0.142 -0.292
H 2.310 -1.276 0.016
C -0.893 0.924 0.441
C 1.333 -0.798 -0.045
H 1.982 1.123 -0.980
H -1.501 1.663 0.976
O -0.847 -1.515 -0.164

***

Which structure wins on stability? P wins.